Record 1
{
  "formula": "C23H20F6NO5PPd",
  "method": "the ωB97M-V functional and the def2-TZVPD basis",
  "e_homo_ev": [-14.5151, -15.1636],
  "molar_mass_g_mol": 641.797,
  "s_squared": 6.080,
  "fmax_ev_per_a": 0.471,
  "relative_energy_kj_mol": 0.0,
  "gap_ev": [8.00, 5.54],
  "total_charge": 2,
  "spin_multiplicity": 5,
  "symbols": ["Pd", "C", "C", "C", "C", "C", "C", "C", "F", "C", "C", "C", "O", "C", "C", "N", "C", "C", "O", "O", "H", "H", "H", "H", "H", "H", "H", "H", "H", "H", "H", "C", "P", "C", "C", "O", "H", "H", "H", "H", "H", "H", "H", "H", "H", "F", "C", "C", "F", "C", "F", "C", "O", "C", "F", "C", "F"],
  "coordinates": [[1.23583, 1.76406, -0.94936], [-2.54695, -3.10077, 3.23200], [-2.72354, -3.43661, 1.76038], [-2.42218, -4.89887, 1.48182], [-2.67183, -5.22539, 0.02110], [-1.91978, -4.29265, -0.87119], [-1.58272, -4.65788, -2.15153], [-0.87514, -3.77412, -2.95706], [-0.55465, -4.13582, -4.17359], [-0.47903, -2.50878, -2.51248], [-0.80277, -2.11865, -1.23485], [-0.38531, -0.78926, -0.76687], [0.19232, -0.03231, -1.56542], [-0.73675, -0.46584, 0.58365], [-1.47541, -1.35505, 1.30273], [-1.86119, -2.58536, 0.86511], [-1.53299, -2.99579, -0.38705], [-0.41295, 0.84394, 1.31631], [-1.23004, 1.21219, 2.13087], [0.70807, 1.40794, 1.03820], [-3.08854, -3.85143, 3.80538], [-2.96552, -2.13657, 3.51339], [-1.49908, -3.14879, 3.53172], [-3.74752, -3.20931, 1.44561], [-3.06541, -5.50629, 2.11564], [-1.38908, -5.12088, 1.76294], [-3.74071, -5.12799, -0.20442], [-2.40109, -6.25450, -0.21315], [-1.84914, -5.63034, -2.54486], [0.07568, -1.85673, -3.17346], [-1.79723, -1.07272, 2.29164], [-0.88958, 5.42825, -3.27790], [-0.47375, 4.54402, -1.77587], [-1.97767, 3.90161, -1.02040], [0.20829, 5.73287, -0.61166], [0.49889, 3.40227, -2.07499], [-1.57773, 6.24273, -3.04990], [-1.35211, 4.75669, -3.99991], [0.02071, 5.84063, -3.71306], [-2.75796, 4.66228, -0.99487], [-1.75859, 3.58698, 0.00194], [-2.33590, 3.04651, -1.59378], [-0.53656, 6.49948, -0.39315], [1.09534, 6.20887, -1.02860], [0.47445, 5.22877, 0.31821], [6.79153, 1.90941, 3.01280], [5.87569, 1.58415, 2.14713], [5.86006, 0.28637, 1.61051], [6.76895, -0.58203, 1.99921], [4.90014, -0.05374, 0.69859], [4.85103, -1.26097, 0.18666], [3.88968, 0.88997, 0.28870], [3.00607, 0.56087, -0.54011], [3.96566, 2.21083, 0.86123], [3.08208, 3.11261, 0.42623], [4.92253, 2.55489, 1.76140], [4.99341, 3.76628, 2.26838]],
  "forces_ev_per_a": [[0.2, 0.3, -0.2], [0.0, 0.0, 0.0], [0.0, -0.1, 0.1], [0.0, 0.0, 0.0], [0.0, 0.0, 0.0], [-0.1, 0.0, 0.2], [0.1, 0.0, -0.1], [-0.1, -0.1, 0.1], [0.0, 0.0, 0.0], [0.0, 0.1, 0.0], [0.0, 0.0, -0.2], [0.0, -0.1, -0.3], [0.0, 0.0, 0.1], [0.0, 0.1, 0.4], [0.0, 0.1, 0.0], [0.1, -0.1, -0.3], [0.0, -0.1, 0.0], [-0.3, 0.0, -0.1], [0.1, 0.0, 0.1], [0.1, 0.2, -0.2], [0.0, 0.0, 0.0], [0.0, 0.0, 0.0], [0.0, 0.0, 0.0], [0.0, 0.0, 0.0], [0.0, 0.0, 0.0], [0.0, 0.0, 0.0], [0.0, 0.0, 0.0], [0.0, 0.0, 0.0], [0.0, 0.0, 0.0], [0.0, 0.0, 0.0], [0.0, 0.0, 0.0], [0.1, -0.1, 0.1], [-0.2, 0.1, 0.2], [0.1, 0.1, -0.1], [-0.1, -0.1, -0.1], [-0.1, -0.3, 0.3], [0.0, 0.0, 0.0], [0.0, 0.0, 0.0], [0.0, 0.0, 0.0], [0.0, 0.0, 0.0], [0.0, 0.0, 0.0], [0.0, 0.0, 0.0], [0.0, 0.0, 0.0], [0.0, 0.0, 0.0], [0.0, 0.0, 0.0], [0.0, 0.0, 0.0], [0.1, 0.0, 0.1], [0.0, -0.1, 0.0], [0.0, 0.0, 0.0], [0.0, 0.0, 0.0], [0.0, 0.0, 0.0], [-0.2, 0.1, -0.2], [0.0, -0.2, 0.3], [-0.1, 0.1, -0.1], [0.1, -0.1, 0.1], [-0.1, 0.0, 0.0], [0.0, -0.1, 0.0]],
  "mulliken_charge": [1.24, -1.86, 0.53, -0.94, -0.90, 0.91, -0.72, -0.06, -0.27, -0.65, 0.39, 2.08, -1.07, -0.09, -0.79, 0.18, -0.19, 0.27, -0.61, -0.60, 0.44, 0.56, 0.42, 0.17, 0.38, 0.35, 0.34, 0.51, 0.57, 0.63, 0.67, -1.15, 1.12, -1.11, -1.15, -0.96, 0.38, 0.36, 0.36, 0.40, 0.31, 0.32, 0.40, 0.36, 0.32, -0.22, 0.58, 0.20, -0.23, 0.39, -0.25, 0.53, -0.70, 0.42, -0.17, -0.17, -0.24]
}

Record 2
{
  "formula": "C23H20IrN6S2",
  "method": "the ωB97M-V functional and the def2-TZVPD basis",
  "e_homo_ev": [-14.2727, -13.8275],
  "molar_mass_g_mol": 636.806,
  "s_squared": 0.781,
  "fmax_ev_per_a": 2.699,
  "gap_ev": [8.12, 4.01],
  "total_charge": 2,
  "spin_multiplicity": 2,
  "symbols": ["Ir", "C", "C", "C", "C", "C", "C", "C", "N", "N", "C", "C", "C", "C", "C", "C", "N", "C", "C", "C", "C", "C", "C", "N", "H", "H", "H", "H", "H", "H", "H", "H", "H", "H", "H", "H", "H", "H", "H", "H", "H", "H", "H", "H", "S", "C", "S", "C", "C", "N", "C", "N"],
  "coordinates": [[0.25514, 0.18506, 0.41497], [-0.09685, 0.49641, -2.60094], [-1.28324, 1.41104, -2.32029], [-1.02600, 2.46203, -1.27365], [-1.41340, 3.77178, -1.51845], [-1.21147, 4.75523, -0.57063], [-0.61053, 4.40326, 0.62758], [-0.23436, 3.09512, 0.81390], [-0.42899, 2.12178, -0.11139], [0.04474, -0.57415, -1.58787], [1.28086, -1.36718, -1.81266], [1.50583, -2.24830, -0.61029], [2.10970, -3.48577, -0.68558], [2.29007, -4.22464, 0.47577], [1.83821, -3.70543, 1.67815], [1.22910, -2.46669, 1.68543], [1.07269, -1.74102, 0.56424], [-1.12330, -1.51508, -1.58329], [-2.19577, -1.10405, -0.61493], [-3.51698, -1.48922, -0.74002], [-4.42933, -1.07821, 0.21959], [-3.99504, -0.28307, 1.27216], [-2.66080, 0.05570, 1.33993], [-1.77572, -0.35693, 0.41631], [0.83267, 1.06833, -2.59598], [-0.20250, 0.04457, -3.59139], [-2.15818, 0.83099, -2.02460], [-1.56253, 1.90368, -3.24977], [-1.87846, 4.00785, -2.46547], [-1.51365, 5.77583, -0.76346], [-0.42902, 5.12854, 1.40760], [0.24346, 2.79626, 1.73155], [2.11793, -0.67672, -1.93199], [1.20711, -1.95634, -2.73006], [2.43951, -3.86320, -1.64408], [2.76643, -5.19501, 0.43767], [1.94663, -4.24909, 2.60559], [0.85549, -2.03673, 2.60284], [-0.76064, -2.48943, -1.25360], [-1.51095, -1.64817, -2.59556], [-3.82302, -2.10221, -1.57716], [-5.46917, -1.36537, 0.13988], [-4.67771, 0.06990, 2.03151], [-2.27158, 0.66958, 2.14100], [2.45730, 0.93364, 0.22995], [2.59143, 0.78637, 1.92519], [1.04760, 0.60512, 2.60082], [3.76806, 0.80792, 2.63236], [4.99053, 0.98058, 1.93263], [5.96539, 1.07809, 1.33013], [3.74208, 0.59730, 4.03487], [3.66123, 0.38003, 5.16146]],
  "forces_ev_per_a": [[1.3, -0.3, -1.8], [0.0, 0.0, -0.1], [0.1, 0.0, 0.1], [0.1, -0.2, 0.0], [0.0, 0.0, 0.0], [0.0, 0.0, 0.0], [0.0, 0.0, 0.0], [-0.1, 0.0, -0.2], [0.0, 0.4, 0.9], [-0.4, 0.1, 0.4], [0.1, -0.1, 0.1], [0.0, 0.1, -0.1], [0.0, 0.0, 0.0], [0.0, 0.0, 0.0], [0.0, 0.0, -0.1], [0.0, 0.0, -0.1], [-0.2, -0.1, 0.3], [0.0, -0.1, 0.0], [0.1, 0.1, -0.1], [0.0, 0.0, 0.0], [0.0, 0.0, 0.0], [0.0, 0.0, 0.0], [0.0, -0.1, 0.0], [-0.1, -0.1, 0.7], [0.0, 0.0, 0.0], [0.0, -0.1, 0.0], [-0.1, 0.0, -0.1], [0.1, 0.1, 0.0], [0.0, 0.0, 0.0], [0.0, 0.0, 0.0], [0.0, 0.0, 0.0], [0.0, 0.0, 0.0], [0.0, 0.0, 0.0], [-0.1, 0.0, 0.0], [0.0, 0.0, 0.0], [0.0, 0.0, 0.0], [0.0, 0.0, 0.0], [0.0, 0.0, 0.0], [0.0, 0.0, -0.1], [0.0, 0.1, 0.0], [0.0, 0.0, 0.0], [0.0, 0.0, 0.0], [0.0, 0.0, 0.0], [0.0, 0.0, 0.0], [-0.8, 0.0, -0.7], [2.4, 0.0, 1.3], [-1.8, 0.1, 0.0], [-0.9, 0.0, -0.6], [0.4, -0.1, -0.1], [-0.1, 0.1, 0.0], [0.0, -0.1, 0.4], [-0.1, 0.0, -0.1]],
  "mulliken_charge": [2.07, -0.95, -0.91, 0.92, -0.96, -0.46, -0.95, -0.12, 0.27, -0.87, -1.53, 1.13, -0.88, -0.44, -0.92, -0.24, 0.15, -1.03, 0.65, -1.04, -0.38, -0.94, 0.07, -0.21, 0.50, 0.49, 0.34, 0.60, 0.49, 0.44, 0.48, 0.45, 0.53, 0.55, 0.54, 0.46, 0.47, 0.58, 0.50, 0.48, 0.53, 0.47, 0.47, 0.45, -0.41, 0.95, -0.41, 0.69, -0.22, -0.35, -0.16, -0.36]
}

Record 3
{
  "formula": "C23H20N2O3",
  "method": "the ωB97M-V functional and the def2-TZVPD basis",
  "e_homo_ev": -7.0624,
  "molar_mass_g_mol": 372.424,
  "fmax_ev_per_a": 2.158,
  "relative_energy_kj_mol": 572.5,
  "gap_ev": 5.29,
  "symbols": ["C", "N", "C", "C", "C", "C", "C", "C", "C", "C", "C", "C", "C", "C", "C", "C", "C", "C", "H", "H", "H", "H", "H", "H", "H", "H", "H", "H", "H", "H", "H", "H", "H", "H", "O", "C", "C", "C", "C", "N", "O", "O", "C", "C", "H", "H", "H", "H"],
  "coordinates": [[0.10893, 4.28911, -3.51170], [0.11175, 3.48106, -2.30222], [0.27217, 2.12797, -2.23187], [0.11084, 1.69094, -0.89313], [0.27539, 0.37179, -0.48714], [0.40894, -0.00252, 0.89622], [1.25946, 0.72943, 1.77259], [1.37601, 0.39987, 3.11590], [0.66269, -0.67538, 3.66048], [0.69385, -0.94349, 5.13739], [-0.12376, -1.45490, 2.80241], [-0.23516, -1.14116, 1.45958], [-0.18039, 2.90588, -0.11182], [-0.50392, 3.15483, 1.20856], [-0.81110, 4.46556, 1.62103], [-0.81728, 5.53159, 0.70769], [-0.47415, 5.30416, -0.63798], [-0.14818, 3.99893, -1.01865], [-0.22247, 5.30231, -3.24880], [1.10966, 4.35239, -3.96527], [-0.57894, 3.87090, -4.26166], [0.51640, 1.48399, -3.07032], [0.42240, -0.39004, -1.25975], [1.82937, 1.56914, 1.37675], [2.00140, 1.00638, 3.77082], [0.13960, -1.85751, 5.35659], [1.71164, -1.05384, 5.52548], [0.22161, -0.12230, 5.68942], [-0.67018, -2.29833, 3.22473], [-0.86051, -1.76062, 0.82640], [-0.53580, 2.33635, 1.92213], [-1.06312, 4.66282, 2.66601], [-1.09150, 6.53275, 1.04325], [-0.47278, 6.12228, -1.36218], [-0.77483, -1.40375, -1.44909], [-0.52001, -2.63085, -1.69303], [0.68455, -3.30901, -1.24862], [0.80211, -4.68080, -1.30833], [-0.22491, -5.47042, -1.87406], [-0.13014, -6.88996, -1.86539], [-1.03607, -7.59229, -2.37073], [0.88213, -7.40243, -1.33077], [-1.35198, -4.82996, -2.43588], [-1.49477, -3.46605, -2.37726], [1.48346, -2.72555, -0.79623], [1.68499, -5.17507, -0.91866], [-2.09314, -5.44250, -2.93289], [-2.35425, -2.97169, -2.81999]],
  "forces_ev_per_a": [[0.1, 0.2, -0.5], [0.3, -1.5, -0.1], [-0.3, 1.1, 0.8], [-0.1, 0.5, 0.2], [1.6, 1.4, -0.4], [0.1, -0.8, 1.8], [-0.3, -0.1, -0.4], [-0.1, -0.1, -0.2], [-0.1, 0.1, -0.3], [0.0, -0.1, 0.1], [0.3, 0.4, 0.4], [0.1, 0.3, -0.7], [0.1, 0.5, -0.8], [-0.4, 0.6, 0.8], [0.1, -0.3, -0.3], [0.3, -0.5, -0.5], [0.0, 0.0, 0.2], [-0.5, -0.4, 0.6], [0.1, -0.4, -0.2], [-0.3, 0.0, 0.3], [0.2, 0.1, 0.4], [-0.2, 0.4, -0.1], [0.3, 0.4, 0.4], [-0.1, -0.1, 0.1], [0.0, -0.1, -0.2], [0.1, 0.1, 0.1], [-0.1, 0.0, -0.1], [0.1, -0.1, -0.1], [0.1, 0.1, -0.3], [0.1, 0.2, 0.0], [-0.1, 0.3, -0.1], [0.1, -0.2, -0.4], [0.1, -0.3, -0.2], [0.0, -0.2, 0.3], [-0.9, -0.9, -0.9], [-0.3, -1.4, 0.0], [-0.7, 0.3, -0.1], [-0.4, -0.3, -0.3], [-0.1, 1.2, 0.0], [0.4, -2.0, 0.1], [1.2, 1.3, 0.7], [-1.4, 0.7, -0.8], [0.4, -0.3, 0.0], [0.7, 0.3, 0.4], [-0.1, 0.0, 0.0], [-0.1, 0.0, 0.0], [0.0, 0.0, 0.1], [0.1, -0.1, 0.1]],
  "mulliken_charge": [-0.89, 0.19, -0.99, 0.73, -0.05, 0.58, -1.02, -0.43, 1.07, -1.47, -0.82, -0.31, 0.68, -0.10, -0.85, -0.69, -0.81, 0.36, 0.26, 0.32, 0.34, 0.51, 0.11, 0.50, 0.41, 0.36, 0.35, 0.30, 0.32, 0.55, 0.45, 0.39, 0.38, 0.23, -0.79, 0.39, -0.24, -0.42, -0.18, 0.93, -0.63, -0.63, -0.26, -0.71, 0.36, 0.43, 0.42, 0.36]
}

Record 4
{
  "formula": "C23H20N2O3",
  "method": "the ωB97M-V functional and the def2-TZVPD basis",
  "e_homo_ev": -8.0596,
  "molar_mass_g_mol": 372.424,
  "fmax_ev_per_a": 2.717,
  "relative_energy_kj_mol": 467.6,
  "gap_ev": 7.50,
  "smiles": "Cc1c([C@H](Oc2ccc([N+](=O)[O-])cc2)c2ccccc2)c2ccccc2n1C",
  "symbols": ["C", "C", "C", "C", "O", "C", "C", "C", "C", "N", "O", "O", "C", "C", "C", "C", "C", "C", "C", "C", "C", "C", "C", "C", "C", "C", "N", "C", "H", "H", "H", "H", "H", "H", "H", "H", "H", "H", "H", "H", "H", "H", "H", "H", "H", "H", "H", "H"],
  "coordinates": [[-6.06788, 3.56110, 4.35233], [-6.39949, 2.16277, 4.01185], [-5.66361, 0.97389, 4.06808], [-4.24529, 0.80142, 4.46099], [-3.56995, 0.18925, 2.98818], [-2.29255, 0.14239, 2.69302], [-1.65331, -1.14192, 2.56671], [-0.29606, -1.27887, 2.33178], [0.49762, -0.11398, 2.22094], [1.92488, -0.21784, 2.27518], [2.60062, 0.83821, 2.26408], [2.45031, -1.35379, 2.35023], [-0.09844, 1.16122, 2.19947], [-1.46722, 1.28679, 2.42443], [-3.85492, -0.22355, 5.50701], [-4.80563, -1.04051, 6.14699], [-4.38000, -2.25768, 6.72435], [-3.01993, -2.58453, 6.72663], [-2.07397, -1.62203, 6.34526], [-2.51000, -0.37891, 5.86740], [-6.52845, -0.10459, 3.65285], [-6.36231, -1.46424, 3.44514], [-7.41820, -2.17937, 2.87993], [-8.59888, -1.53502, 2.41046], [-8.74461, -0.15634, 2.57000], [-7.74584, 0.51029, 3.22977], [-7.61382, 1.88420, 3.44603], [-8.56395, 2.87702, 2.95625], [-5.16780, 3.54377, 4.96782], [-5.87573, 4.17515, 3.45678], [-6.88853, 4.04330, 4.90688], [-3.67193, 1.74765, 4.53438], [-2.28877, -2.01989, 2.70478], [0.18880, -2.26052, 2.27831], [0.57134, 2.00929, 2.01918], [-1.92104, 2.27497, 2.35060], [-5.87114, -0.78585, 6.16217], [-5.12916, -2.96730, 7.10635], [-2.69451, -3.57238, 7.06712], [-1.00934, -1.85708, 6.37134], [-1.78305, 0.41295, 5.65977], [-5.39998, -1.92850, 3.68682], [-7.32875, -3.26415, 2.79100], [-9.37435, -2.13725, 1.93642], [-9.63099, 0.36706, 2.19978], [-9.38609, 2.37712, 2.43166], [-8.98937, 3.45862, 3.78886], [-8.07684, 3.57278, 2.24915]],
  "forces_ev_per_a": [[0.3, 0.3, 0.1], [0.3, -1.3, -1.0], [0.2, 0.3, 1.0], [1.1, 0.2, -0.9], [-1.8, 0.5, 1.2], [2.6, -0.3, -0.1], [-0.6, 0.6, 0.2], [0.4, 0.5, 0.1], [-1.5, 0.0, 0.3], [2.7, -0.2, -0.2], [-1.3, -1.8, 0.0], [-1.1, 2.0, -0.2], [0.3, -0.6, 0.1], [-0.4, -0.4, 0.0], [-0.6, 0.7, 0.5], [0.3, -1.0, -0.2], [-0.1, 0.5, -0.1], [0.0, 0.1, 0.0], [-0.4, 0.1, 0.2], [0.4, -0.7, -0.8], [-0.7, 1.1, -0.7], [-0.1, -0.6, -0.2], [-0.2, 0.2, -0.1], [0.7, -0.1, 0.5], [-1.0, -0.9, -0.4], [1.5, 0.8, 0.3], [-0.7, -0.3, -0.1], [0.1, 0.2, 0.2], [-0.1, 0.3, 0.0], [0.0, -0.2, 0.2], [0.3, -0.2, -0.1], [-0.4, -0.5, 0.1], [0.2, 0.2, 0.0], [-0.3, 0.5, 0.1], [-0.5, -0.2, 0.2], [0.0, -0.2, 0.2], [0.5, -0.2, -0.4], [0.4, 0.5, -0.1], [-0.1, 0.4, -0.1], [-0.3, 0.2, 0.3], [-0.2, -0.4, -0.3], [-0.6, 0.0, -0.1], [0.0, 0.3, -0.1], [0.2, 0.3, 0.1], [0.3, -0.3, 0.1], [0.3, 0.1, 0.2], [0.1, -0.2, -0.3], [-0.2, -0.3, 0.3]],
  "mulliken_charge": [-1.77, 0.35, 0.57, -0.41, -0.43, 0.03, -0.15, -0.49, -0.10, 0.93, -0.60, -0.59, -0.42, -0.37, 0.55, -0.28, -0.51, -0.59, -0.49, -0.53, 0.95, -0.15, -0.94, -0.71, -1.03, -0.05, 0.20, -0.91, 0.45, 0.33, 0.40, 0.63, 0.43, 0.42, 0.43, 0.46, 0.48, 0.40, 0.38, 0.42, 0.40, 0.45, 0.38, 0.39, 0.20, 0.32, 0.29, 0.32]
}

> What is the formula in the second record?

C23H20IrN6S2

> Which formula does entry 4 have?

C23H20N2O3